1.
78
Properties=species:S:1:pos:R:3 method="wB97M-V/def2-TZVPD" gap_ev="7.746 / 8.054" charge=+1 relative_energy_ev=1.006 fmax_ev_per_a=2.48 molar_mass_g_mol=498.78 multiplicity=2
O -0.434 -1.221 -2.537
C -0.891 -0.295 -3.590
C -0.691 -1.256 -4.728
H -0.248 0.588 -3.643
H -1.943 -0.022 -3.454
C -0.299 -2.226 -3.608
H 0.151 -1.015 -5.384
H -1.599 -1.533 -5.265
C 1.116 -2.711 -3.796
H 1.822 -1.875 -3.749
H 1.193 -3.177 -4.788
H 1.371 -3.467 -3.050
C -1.291 -3.358 -3.456
H -2.312 -2.998 -3.622
H -1.229 -3.830 -2.473
H -1.057 -4.124 -4.207
V -0.215 -1.032 0.299
C -2.101 -1.467 1.295
C -2.141 -0.042 1.070
C -2.147 0.190 -0.335
H -2.207 0.727 1.834
C -2.319 -1.074 -0.975
C -2.181 -2.101 0.011
H -2.262 -3.176 -0.164
H -2.096 -1.952 2.266
H -2.161 1.172 -0.808
H -2.759 -1.212 -1.961
C 1.532 -2.306 1.412
C 0.532 -3.075 0.756
C 0.640 -2.792 -0.650
H -0.132 -3.815 1.197
C 1.682 -1.794 -0.821
C 2.229 -1.514 0.452
H 3.049 -0.821 0.639
H 1.745 -2.325 2.470
H 0.177 -3.401 -1.408
H 2.075 -1.419 -1.760
O 1.953 2.670 -3.720
C 1.222 2.242 -2.553
C -0.166 2.920 -2.537
H 1.796 2.544 -1.656
H 1.200 1.136 -2.552
C -0.012 4.123 -3.499
H -0.466 3.212 -1.524
H -0.923 2.227 -2.923
C 1.373 3.932 -4.149
H -0.050 5.077 -2.965
H -0.787 4.117 -4.270
H 2.037 4.763 -3.841
H 1.333 3.926 -5.249
C 2.118 2.419 3.319
Si 0.583 1.877 2.382
C -0.798 2.947 3.055
C 0.950 2.214 0.587
C 0.342 -0.031 2.375
Si -0.206 -0.583 4.133
C -1.894 0.070 4.648
C -0.196 -2.461 4.285
C 0.979 0.049 5.463
H 2.467 3.368 2.886
H 2.936 1.693 3.234
H 1.938 2.597 4.386
H -0.655 3.964 2.658
H -1.809 2.629 2.780
H -0.761 3.027 4.150
H 1.975 1.899 0.347
H 0.262 1.675 -0.086
H 0.866 3.291 0.383
H 1.436 -0.285 2.377
H -2.701 -0.318 4.014
H -2.095 -0.258 5.681
H -1.955 1.165 4.638
H 0.828 -2.835 4.426
H -0.778 -2.779 5.164
H -0.609 -2.971 3.408
H 2.034 -0.086 5.182
H 0.831 1.111 5.707
H 0.804 -0.528 6.387


2.
97
Properties=species:S:1:pos:R:3 method="wB97M-V/def2-TZVPD" gap_ev=8.157 fmax_ev_per_a=9.59 molar_mass_g_mol=1017.84
O -2.019 4.038 -0.409
C -1.285 3.891 -1.517
O -0.243 4.820 -2.068
C -0.652 4.972 -3.504
S -1.671 6.587 -3.554
I 1.073 5.461 -4.819
C -1.456 3.593 -3.974
C -1.212 2.677 -2.619
C -2.422 1.575 -2.718
C -2.746 0.769 -1.328
F -1.765 1.037 -0.224
P 0.609 2.133 -2.818
O 1.208 1.559 -1.250
Br 0.734 0.382 -4.298
H -0.716 7.553 -3.957
H -1.102 3.073 -4.988
H -2.601 3.918 -4.054
H -3.432 2.115 -3.036
H -2.211 0.750 -3.552
H -2.642 -0.397 -1.563
H -3.876 0.930 -0.979
H 1.195 2.365 -0.622
C 4.200 -1.850 -7.771
C 3.448 -0.669 -8.381
C 2.008 -1.118 -8.624
S 1.668 -2.384 -7.409
O 1.464 -3.641 -8.099
O 0.724 -1.870 -6.437
C 3.293 -2.398 -6.679
H 5.173 -1.550 -7.372
H 4.370 -2.616 -8.538
H 3.458 0.172 -7.677
H 3.916 -0.326 -9.309
H 1.302 -0.294 -8.497
H 1.889 -1.561 -9.617
H 3.556 -3.411 -6.371
H 3.276 -1.732 -5.811
C -0.902 -0.615 3.574
C -1.655 0.566 2.964
C -3.095 0.117 2.721
S -3.435 -1.149 3.935
O -3.639 -2.405 3.246
O -4.379 -0.635 4.908
C -1.809 -1.163 4.665
H 0.071 -0.314 3.973
H -0.732 -1.381 2.807
H -1.645 1.408 3.667
H -1.186 0.909 2.036
H -3.800 0.941 2.848
H -3.214 -0.326 1.728
H -1.547 -2.176 4.974
H -1.826 -0.497 5.534
C -8.612 -0.847 0.184
C -8.450 -0.431 1.645
C -6.954 -0.294 1.920
S -6.196 0.133 0.360
O -5.336 -0.957 -0.049
O -5.736 1.507 0.414
C -7.690 0.067 -0.610
H -9.650 -0.759 -0.151
H -8.303 -1.892 0.060
H -8.945 0.535 1.806
H -8.912 -1.154 2.325
H -6.749 0.493 2.651
H -6.521 -1.239 2.259
H -7.470 -0.309 -1.610
H -8.096 1.081 -0.668
C 2.379 -5.235 3.598
C 2.956 -4.727 2.278
C 2.682 -3.226 2.205
S 2.610 -2.648 3.894
O 1.262 -2.197 4.169
O 3.773 -1.829 4.168
C 2.838 -4.243 4.657
H 2.718 -6.250 3.826
H 1.284 -5.246 3.544
H 4.038 -4.906 2.259
H 2.522 -5.250 1.419
H 3.478 -2.697 1.674
H 1.718 -3.017 1.733
H 2.259 -4.301 5.580
H 3.904 -4.361 4.872
C 5.781 3.395 4.364
C 4.719 2.297 4.359
C 5.211 1.187 3.432
S 6.996 1.263 3.465
O 7.466 1.645 2.150
O 7.509 0.103 4.166
C 7.112 2.680 4.540
H 5.608 4.124 5.162
H 5.766 3.930 3.407
H 4.597 1.902 5.375
H 3.745 2.678 4.035
H 4.883 0.202 3.774
H 4.884 1.352 2.401
H 7.970 3.293 4.258
H 7.231 2.314 5.564


3.
88
Properties=species:S:1:pos:R:3 method="wB97M-V/def2-TZVPD" gap_ev="6.240 / 4.121" charge=-1 fmax_ev_per_a=4.21 molar_mass_g_mol=686.09 multiplicity=4
C -3.474 -3.090 -1.877
C -2.641 -1.897 -2.262
H -3.621 -3.803 -2.713
H -4.461 -2.713 -1.559
H -3.005 -3.679 -1.081
C -2.939 -1.180 -3.370
C -4.081 -1.504 -4.281
H -2.301 -0.362 -3.721
H -5.024 -1.676 -3.739
H -3.865 -2.415 -4.864
H -4.278 -0.711 -5.016
Co -0.223 -5.970 1.242
Cl 0.805 -5.988 3.110
Cl 0.522 -1.042 1.674
H 2.244 1.603 4.443
H 3.339 -0.646 6.323
C 1.459 0.839 4.517
C 2.326 -0.963 6.013
N 2.021 -0.492 4.677
H 0.841 0.866 3.612
C 2.759 -1.046 3.666
O 3.388 -0.440 2.803
H 2.281 -2.062 6.024
H 2.755 -2.159 3.710
H 0.845 1.034 5.400
H 1.596 -0.536 6.711
H -3.921 0.411 0.081
H -3.528 1.366 -2.529
C -3.742 1.461 0.348
C -3.493 2.280 -1.916
N -2.850 2.028 -0.633
H -3.311 1.536 1.341
C -1.614 2.488 -0.274
O -1.072 2.262 0.810
H -2.971 3.062 -2.475
H -1.140 3.095 -1.080
H -4.712 1.970 0.306
H -4.534 2.573 -1.725
O -1.654 -1.140 -0.072
C -1.387 -1.633 -1.407
C -0.554 0.548 -2.464
C -0.331 -0.798 -2.185
H -1.440 1.018 -2.040
C 0.223 1.256 -3.396
H -0.889 -2.600 -1.284
C 0.695 -1.442 -2.898
H 0.025 2.313 -3.589
C 1.217 0.588 -4.119
C 1.423 -0.778 -3.886
H 0.850 -2.512 -2.746
H 1.772 1.095 -4.909
H 2.165 -1.334 -4.466
Si -1.465 -1.698 1.530
Cl -1.131 -6.253 -0.557
C -2.901 -0.724 2.322
C -1.165 -2.238 3.476
C -1.983 -3.500 1.206
H -3.693 -0.683 1.557
H -2.583 0.312 2.596
H -3.458 -1.073 3.202
H -1.336 -3.881 0.409
H -3.005 -3.397 0.766
H -2.085 -4.273 1.952
H -0.330 -2.940 3.576
H -2.017 -2.747 3.924
H -0.924 -1.359 4.078
C 3.347 1.889 1.005
N 2.460 1.502 -0.106
C 3.271 0.956 -1.218
N 4.260 1.945 -1.703
C 5.128 2.316 -0.544
N 4.360 2.890 0.585
C 3.608 4.077 0.098
N 2.704 3.753 -1.032
C 1.755 2.696 -0.574
C 3.526 3.175 -2.127
H 3.846 0.988 1.372
H 2.722 2.329 1.798
H 2.581 0.674 -2.026
H 3.780 0.056 -0.845
H 5.845 3.076 -0.875
H 5.654 1.415 -0.198
H 2.999 4.466 0.924
H 4.341 4.828 -0.224
H 1.103 2.425 -1.420
H 1.137 3.097 0.240
H 4.279 3.917 -2.431
H 2.876 2.906 -2.974


4.
84
Properties=species:S:1:pos:R:3 method="wB97M-V/def2-TZVPD" gap_ev="7.607 / 5.504" charge=+2 fmax_ev_per_a=1.12 molar_mass_g_mol=805.37 multiplicity=6
Rh 0.134 -0.531 -0.994
C -0.165 4.721 -2.155
C -0.571 3.868 -3.362
C -1.771 3.011 -3.022
C -3.023 3.581 -3.177
C -4.171 2.935 -2.747
C -4.082 1.713 -2.099
C -2.859 1.099 -1.889
C -2.829 -0.277 -1.252
C -3.702 -0.457 -0.014
C -1.698 1.727 -2.416
N -0.476 1.051 -2.338
C 0.313 0.972 -3.389
C 1.606 0.430 -3.278
C 2.637 0.380 -4.273
C 3.697 -0.215 -3.673
C 3.275 -0.536 -2.318
N 2.052 -0.144 -2.077
H 0.693 5.347 -2.402
H 0.105 4.087 -1.310
H -0.983 5.372 -1.846
H 0.291 3.288 -3.679
H -0.838 4.520 -4.193
H -3.099 4.550 -3.655
H -5.140 3.389 -2.906
H -4.988 1.225 -1.767
H -1.789 -0.517 -0.970
H -3.107 -1.011 -2.011
H -3.218 -0.046 0.868
H -3.894 -1.514 0.162
H -4.666 0.038 -0.120
H -0.034 1.298 -4.365
H 2.576 0.770 -5.277
H 4.662 -0.432 -4.104
H 3.869 -1.036 -1.564
N 0.397 -3.932 -0.920
C -0.213 -3.508 -2.019
O -0.444 -2.304 -2.240
C -0.659 -4.490 -3.071
I -0.583 -6.554 -2.558
H 0.699 -3.244 -0.245
H 0.582 -4.912 -0.764
H -0.032 -4.356 -3.949
H -1.683 -4.255 -3.345
C -0.509 -1.816 4.571
Si -0.327 -2.405 2.817
C 0.927 -3.791 2.652
C -1.960 -2.963 2.114
Ge 0.369 -0.493 1.389
Si -0.247 1.788 2.283
C 0.765 2.926 1.195
C -2.062 2.066 2.015
C 0.210 1.835 4.080
Si 2.907 -0.507 2.123
C 3.598 1.081 1.469
C 3.548 -1.992 1.193
C 2.992 -0.720 3.957
H -0.659 -2.687 5.217
H -1.388 -1.176 4.676
H 0.363 -1.276 4.938
H 0.403 -4.750 2.658
H 1.627 -3.801 3.491
H 1.519 -3.742 1.739
H -2.272 -3.870 2.641
H -1.884 -3.201 1.051
H -2.745 -2.218 2.250
H 1.040 2.435 0.261
H 1.676 3.262 1.691
H 0.182 3.819 0.950
H -2.318 2.089 0.954
H -2.304 3.046 2.440
H -2.689 1.329 2.518
H 1.289 1.822 4.230
H -0.236 1.011 4.636
H -0.170 2.767 4.511
H 3.154 1.357 0.511
H 4.675 0.952 1.317
H 3.454 1.901 2.172
H 2.927 -2.247 0.331
H 3.615 -2.864 1.842
H 4.554 -1.768 0.824
H 2.481 0.074 4.498
H 4.047 -0.698 4.253
H 2.578 -1.679 4.269


5.
78
Properties=species:S:1:pos:R:3 method="wB97M-V/def2-TZVPD" gap_ev="3.398 / 3.492" charge=+1 relative_energy_ev=6.930 fmax_ev_per_a=9.09 molar_mass_g_mol=613.58
Lu -0.341 0.245 0.155
C -0.903 -2.047 1.894
C 0.326 -2.378 1.250
C 0.736 -0.673 2.749
C -0.659 -0.954 2.776
C 1.348 -1.544 1.801
C -2.177 -2.800 1.784
H -2.030 -3.783 1.318
H -2.903 -2.252 1.170
H -2.637 -2.960 2.770
C -1.647 -0.284 3.650
H -2.621 -0.787 3.606
H -1.790 0.766 3.342
H -1.311 -0.276 4.699
C 1.434 0.274 3.641
H 1.061 0.186 4.672
H 1.264 1.311 3.313
H 2.514 0.092 3.651
C 2.802 -1.617 1.535
H 3.380 -1.573 2.470
H 3.151 -0.766 0.925
H 3.070 -2.537 1.001
C 0.524 -3.518 0.318
H 0.600 -4.475 0.862
H 1.445 -3.399 -0.270
H -0.321 -3.619 -0.382
C -2.025 0.482 -1.137
C -2.052 -0.108 -2.566
C -0.992 -0.808 -3.377
C 0.486 -0.613 -3.047
C 0.870 -0.751 -1.542
C 1.474 0.449 -0.860
C 1.139 1.824 -1.362
C -0.355 2.062 -1.433
H -1.143 -0.462 -4.412
H 0.844 0.329 -3.472
H -1.217 -1.884 -3.441
H -0.685 2.155 -2.480
H -2.394 1.543 -1.086
H -2.584 0.601 -3.227
H -0.645 2.928 -0.819
H 1.627 2.574 -0.714
H 2.542 0.312 -0.602
H 1.592 1.964 -2.364
H 1.036 -1.408 -3.577
H 1.692 -1.494 -1.526
P -3.508 -1.246 -2.041
C -5.139 -0.631 -2.375
C -3.244 -3.010 -2.079
P 4.607 0.844 -0.330
C -2.856 -0.534 -0.504
C 5.586 -0.116 -1.550
C 4.536 2.405 -1.272
H -5.394 0.126 -1.620
H -5.857 -1.460 -2.288
H -5.204 -0.191 -3.381
H -2.200 -3.289 -2.293
H -3.891 -3.465 -2.849
H -3.515 -3.416 -1.089
H 3.615 2.471 -1.877
H 5.430 2.529 -1.904
H 4.514 3.202 -0.506
H -3.405 -0.389 0.434
H 0.073 -1.408 -1.031
H 6.294 -0.705 -0.939
H 6.139 0.552 -2.231
H 4.922 -0.802 -2.103
C 0.807 3.808 2.006
C -0.425 2.945 2.212
C -1.753 3.620 1.917
O -0.304 1.789 1.408
H 0.849 4.155 0.965
H 1.716 3.226 2.208
H 0.786 4.680 2.673
H -0.441 2.634 3.268
H -1.785 3.945 0.868
H -2.576 2.911 2.081
H -1.899 4.490 2.571


Please write out number 1 again, unchanged.
78
Properties=species:S:1:pos:R:3 method="wB97M-V/def2-TZVPD" gap_ev="7.746 / 8.054" charge=+1 relative_energy_ev=1.006 fmax_ev_per_a=2.48 molar_mass_g_mol=498.78 multiplicity=2
O -0.434 -1.221 -2.537
C -0.891 -0.295 -3.590
C -0.691 -1.256 -4.728
H -0.248 0.588 -3.643
H -1.943 -0.022 -3.454
C -0.299 -2.226 -3.608
H 0.151 -1.015 -5.384
H -1.599 -1.533 -5.265
C 1.116 -2.711 -3.796
H 1.822 -1.875 -3.749
H 1.193 -3.177 -4.788
H 1.371 -3.467 -3.050
C -1.291 -3.358 -3.456
H -2.312 -2.998 -3.622
H -1.229 -3.830 -2.473
H -1.057 -4.124 -4.207
V -0.215 -1.032 0.299
C -2.101 -1.467 1.295
C -2.141 -0.042 1.070
C -2.147 0.190 -0.335
H -2.207 0.727 1.834
C -2.319 -1.074 -0.975
C -2.181 -2.101 0.011
H -2.262 -3.176 -0.164
H -2.096 -1.952 2.266
H -2.161 1.172 -0.808
H -2.759 -1.212 -1.961
C 1.532 -2.306 1.412
C 0.532 -3.075 0.756
C 0.640 -2.792 -0.650
H -0.132 -3.815 1.197
C 1.682 -1.794 -0.821
C 2.229 -1.514 0.452
H 3.049 -0.821 0.639
H 1.745 -2.325 2.470
H 0.177 -3.401 -1.408
H 2.075 -1.419 -1.760
O 1.953 2.670 -3.720
C 1.222 2.242 -2.553
C -0.166 2.920 -2.537
H 1.796 2.544 -1.656
H 1.200 1.136 -2.552
C -0.012 4.123 -3.499
H -0.466 3.212 -1.524
H -0.923 2.227 -2.923
C 1.373 3.932 -4.149
H -0.050 5.077 -2.965
H -0.787 4.117 -4.270
H 2.037 4.763 -3.841
H 1.333 3.926 -5.249
C 2.118 2.419 3.319
Si 0.583 1.877 2.382
C -0.798 2.947 3.055
C 0.950 2.214 0.587
C 0.342 -0.031 2.375
Si -0.206 -0.583 4.133
C -1.894 0.070 4.648
C -0.196 -2.461 4.285
C 0.979 0.049 5.463
H 2.467 3.368 2.886
H 2.936 1.693 3.234
H 1.938 2.597 4.386
H -0.655 3.964 2.658
H -1.809 2.629 2.780
H -0.761 3.027 4.150
H 1.975 1.899 0.347
H 0.262 1.675 -0.086
H 0.866 3.291 0.383
H 1.436 -0.285 2.377
H -2.701 -0.318 4.014
H -2.095 -0.258 5.681
H -1.955 1.165 4.638
H 0.828 -2.835 4.426
H -0.778 -2.779 5.164
H -0.609 -2.971 3.408
H 2.034 -0.086 5.182
H 0.831 1.111 5.707
H 0.804 -0.528 6.387